1.
A cluster of 3 separate species, C7H13NO in total at a distorted geometry, computed with the ωB97M-V functional and the def2-TZVPD basis.

* calculated total energy: -11003.400 eV
* F_max: 5.6 eV Å⁻¹
* highest occupied orbital energy: -9.01 eV
* energy above the lowest of the compared OMol25 structures with the same formula, charge and spin: 4.353 eV
* gap between HOMO and LUMO: 9.594 eV

```
22
Properties=species:S:1:pos:R:3:mulliken_charge:R:1
C 2.091 1.036 0.637 -1.034
C 1.609 0.811 -0.821 0.621
H 2.860 -0.865 -1.673 0.302
H 1.302 0.832 1.373 0.256
H 2.119 1.486 -1.519 0.334
H -1.773 0.939 -0.777 0.505
H 4.501 1.020 -0.679 0.372
C 2.276 -0.589 -0.785 -1.025
C 4.489 0.293 0.147 -1.667
N -0.694 1.671 -1.466 -0.680
O -1.248 -0.176 -0.222 -0.782
H 1.559 -1.392 -0.568 0.340
H 2.530 2.018 0.853 0.295
C 3.076 -1.164 1.626 -1.679
H -0.815 -0.184 0.639 0.300
H 3.517 -0.719 2.531 0.367
H 2.055 -1.493 1.868 0.407
H 5.109 -0.567 -0.150 0.391
C 0.170 0.872 -1.132 -0.171
H 4.959 0.765 1.024 0.391
H 3.664 -2.055 1.358 0.370
C 3.071 -0.161 0.482 1.787
```

2.
A cluster of 2 separate species, C7H13NO in total at a distorted geometry, computed with the ωB97M-V functional and the def2-TZVPD basis.

* calculated total energy: -11007.145 eV
* F_max: 2.2 eV Å⁻¹
* highest occupied orbital energy: -7.85 eV
* energy above the lowest of the compared OMol25 structures with the same formula, charge and spin: 0.608 eV
* gap between HOMO and LUMO: 8.729 eV
* SMILES string: Cc1c[nH]c(C)c1C.O

```
22
Properties=species:S:1:pos:R:3:mulliken_charge:R:1
O 2.967 -1.490 0.723 -0.638
H -1.464 -0.465 -2.573 0.264
C -0.490 -0.230 -2.148 -1.353
H -0.229 0.684 -2.677 0.324
C -0.468 -0.826 0.422 0.588
H -1.359 -2.741 0.395 0.359
H -0.338 3.528 -0.186 0.358
H 2.755 -0.981 -0.061 0.316
C -0.359 -2.320 0.296 -1.255
H 0.020 -2.561 -0.689 0.290
H -0.465 -0.365 2.582 0.386
H 0.270 -0.983 -2.320 0.360
N -0.443 1.259 1.214 -0.014
H -1.730 2.810 -1.043 0.269
C -0.520 1.370 -0.147 -0.178
H -0.090 2.777 -1.729 0.375
C -0.684 2.708 -0.817 -1.327
C -0.532 0.104 -0.678 0.887
H -0.349 1.999 1.882 0.182
H 0.219 -2.723 1.108 0.384
H 2.332 -1.982 1.234 0.304
C -0.331 -0.071 1.553 -0.881
```

3.
An isolated molecule of C7H13NO2S at a distorted geometry, computed with the ωB97M-V functional and the def2-TZVPD basis.

* calculated total energy: -23890.523 eV
* F_max: 2.7 eV Å⁻¹
* highest occupied orbital energy: -8.64 eV
* energy above the lowest of the compared OMol25 structures with the same formula, charge and spin: 0.000 eV
* gap between HOMO and LUMO: 9.292 eV
* SMILES string: CCC[C@@H]1N[C@H](C(=O)O)CS1

```
24
Properties=species:S:1:pos:R:3:mulliken_charge:R:1
H -0.702 -0.818 -3.040 0.331
H -2.000 0.780 -0.804 0.393
H -1.323 -2.532 -1.262 0.261
O 1.126 2.841 2.137 -0.549
H 2.808 -0.800 1.302 0.382
N -0.062 0.794 0.829 -0.372
H 2.447 2.237 3.943 0.363
H -2.331 -0.225 -2.926 0.380
C 1.440 1.723 2.422 0.287
H 0.809 -0.267 2.354 0.308
C -1.565 -0.699 -2.359 -0.520
H -0.848 -1.076 0.242 0.331
C -1.134 0.334 -1.329 -0.847
H -2.431 -2.735 -2.620 0.358
C 2.186 -0.099 0.762 -0.763
H -2.932 -1.837 -1.129 0.263
S 1.307 -0.794 -0.679 -0.207
H 0.103 1.671 0.406 0.260
O 2.256 1.406 3.479 -0.444
H 2.844 0.680 0.412 0.361
C -0.300 -0.223 -0.143 0.009
C -2.098 -2.035 -1.853 -1.104
H -0.640 1.154 -1.772 0.387
C 1.040 0.519 1.627 0.133
```

Question: Which value of energy above the lowest of the compared OMol25 structures with the same formula, charge and spin does entry 2 give?
Answer: 0.608 eV

Question: The highest highest occupied orbital energy belongs to which entry?
Answer: number 2

Question: Which formula does entry 3 have?
Answer: C7H13NO2S

Question: Look up the highest occupied orbital energy of the third one.
Answer: -8.64 eV